Density functional theory data (ωB97M-V/def2-TZVPD) for a 2-piece molecular cluster, CH3NOS3 overall in a non-equilibrium geometry.

Structure (XYZ):
```
9
Properties=species:S:1:pos:R:3:forces:R:3
C -0.392558 1.184385 0.844267 -0.7 -0.4 1.7
N -1.396296 0.299129 0.689713 3.8 -0.6 -1.1
O 1.088848 -0.998592 -1.986826 -1.7 0.8 0.0
S -0.281131 2.606601 1.588783 0.0 -0.8 -0.9
S 1.777425 -0.265006 0.729119 -1.7 1.0 -0.1
S 0.846595 -1.504280 -0.455077 -0.1 -1.0 0.7
H -2.331529 0.497265 0.657643 -2.6 1.6 0.5
H -1.257506 -0.516972 0.086763 0.9 0.0 0.3
H 1.946153 -1.302528 -2.154384 2.2 -0.5 -1.1
```
Positions in Å, forces in eV/Å.

Properties
E   -37126.58877 eV
Charge   0
Frontier orbital gap (alpha / beta)   7.03 / 6.66 eV

Atom charges from the Mulliken analysis, given in e for atoms 1 to 4:
1 C 0.291
2 N -0.316
3 O -0.388
4 S -0.216

---

Density functional theory data (ωB97M-V/def2-TZVPD) for C17H30BrCaN9O5S as an isolated structure.

Structure (XYZ):
```
64
Properties=species:S:1:pos:R:3:forces:R:3
Ca 0.168698 0.614932 -0.393920 -0.2 -0.2 0.8
C -3.800347 -3.521335 -2.914724 0.0 0.0 0.0
C -2.398108 -2.992820 -3.050013 0.0 -0.1 -0.1
C -1.497649 -3.503513 -3.976403 0.0 0.0 0.0
C -0.215908 -2.989343 -4.048035 0.0 0.0 0.0
C 0.116487 -1.962025 -3.175547 0.0 0.0 0.0
Br 1.815256 -1.171509 -3.162165 0.2 -0.2 -0.1
N -0.719073 -1.456649 -2.283829 -0.1 -0.1 -0.1
C -1.950522 -1.971161 -2.223890 0.1 0.2 0.1
H -3.982428 -4.334753 -3.618684 0.0 0.0 0.0
H -4.537081 -2.738343 -3.102760 0.0 0.0 0.0
H -3.977792 -3.896649 -1.905614 0.0 0.0 0.0
H -1.797577 -4.310118 -4.637722 0.0 0.0 0.0
H 0.515333 -3.367402 -4.747446 0.0 0.0 0.0
H -2.568711 -1.540170 -1.445955 0.0 0.0 0.0
C 1.128890 4.733214 -3.118927 0.0 0.0 0.0
N -0.026321 4.967719 -2.261039 0.0 0.1 0.0
C 0.238042 6.074041 -1.345358 0.0 -0.1 0.0
C -0.512943 3.789790 -1.628444 0.1 0.0 0.2
N 0.073081 2.666758 -1.655200 -0.1 0.1 -0.4
N -1.687568 3.982105 -0.953389 0.0 0.2 -0.1
C -2.204665 3.061771 0.041510 0.2 -0.2 0.0
N -3.430372 3.695842 0.552681 0.0 0.0 0.0
N -1.720042 1.987108 0.378021 -0.3 -0.1 0.3
H 1.340139 5.653299 -3.668675 0.0 0.0 0.0
H 0.908377 3.941112 -3.832151 0.0 0.0 0.0
H 2.023287 4.443718 -2.551607 0.0 0.0 0.0
H 0.362647 6.997486 -1.915856 0.0 0.0 0.0
H 1.151844 5.894688 -0.762676 0.0 0.0 0.0
H -0.591401 6.200705 -0.654510 0.0 0.0 0.0
H 1.029937 2.653725 -2.021174 0.0 0.0 0.0
H -2.277135 4.735069 -1.263699 0.0 0.0 0.0
H -3.187611 4.572794 1.008252 0.0 0.0 0.0
H -3.753749 3.067843 1.279157 0.0 0.0 0.0
H -2.028294 -0.011853 0.919458 0.0 -0.1 -0.2
O 4.337629 0.500269 -0.913071 0.0 -0.1 0.1
S 3.212721 1.421180 -0.735311 -0.1 0.0 -0.2
O 3.647348 2.793458 -0.445448 -0.1 0.0 0.0
O 2.338686 1.404007 -1.965466 0.3 0.0 0.0
O 2.298397 0.919900 0.361560 0.2 0.2 -0.1
C -0.152917 -4.249821 3.588221 0.0 0.0 0.0
C -0.433663 -3.914146 2.130126 -0.1 0.0 -0.1
N -0.482079 -2.499214 1.906754 0.0 0.0 0.0
C 0.420496 -1.725064 2.517897 0.1 0.2 0.1
N 0.488555 -0.438244 2.255280 -0.2 -0.1 -0.4
C 1.402364 0.331554 3.064063 0.0 0.0 0.1
C 2.762832 -0.347301 3.121833 0.0 0.0 0.0
C 2.573147 -1.683308 3.810339 -0.1 0.0 0.0
N 1.279227 -2.272908 3.506182 0.0 -0.1 0.0
C 1.196272 -3.649338 3.918321 0.0 0.0 0.0
H -0.127938 -5.329666 3.775770 0.0 0.0 0.0
H -0.933798 -3.805306 4.211957 0.0 0.0 0.0
H -1.392499 -4.347813 1.819682 0.0 0.0 0.0
H 0.337003 -4.427104 1.516747 0.0 0.0 0.0
H -1.428765 -1.483066 0.987669 0.1 -0.2 0.1
H 1.012873 0.450605 4.096091 0.0 0.0 0.0
H 1.504588 1.325171 2.632513 0.0 0.0 0.0
H 3.510835 0.243950 3.659172 0.0 0.0 0.0
H 3.097073 -0.456018 2.090576 0.0 0.0 0.0
H 2.640578 -1.567497 4.903835 0.0 0.0 0.0
H 3.370470 -2.387530 3.521260 0.0 0.0 0.0
H 1.406744 -3.709282 4.997781 0.0 0.0 0.0
H 1.981703 -4.248390 3.421774 0.0 0.0 0.0
O -1.874602 -0.815151 0.384224 -0.2 0.4 0.0
```
Positions in Å, forces in eV/Å.

Properties
E   -141085.76558 eV
Charge   -2
Frontier orbital gap   5.34 eV

Atom charges from the Mulliken analysis, given in e for atoms 1 to 4:
1 Ca 1.861
2 C -1.278
3 C 0.541
4 C -0.358

---

Density functional theory data (ωB97M-V/def2-TZVPD) for a 2-piece molecular cluster, C2H3BrS2 overall in a non-equilibrium geometry.

Structure (XYZ):
```
8
Properties=species:S:1:pos:R:3:forces:R:3
C 0.131758 0.725532 0.766384 -1.1 0.0 0.3
C -0.918084 -0.495615 -1.094139 -0.7 2.1 0.8
S -0.617632 1.798782 1.703167 0.6 -1.0 -0.9
S 1.630896 -0.016426 0.609716 1.0 0.2 2.1
Br 0.026511 -2.072653 -1.354646 -0.1 -0.2 -0.2
H -0.492441 0.439998 -1.548395 -0.8 -1.5 -0.1
H -2.063864 -0.626258 -0.994149 2.3 0.4 0.0
H 2.302857 0.246640 1.912062 -1.2 -0.1 -2.0
```
Positions in Å, forces in eV/Å.

Properties
E   -93831.52740 eV
Charge   0
Frontier orbital gap (alpha / beta)   7.22 / 7.36 eV

Atom charges from the Mulliken analysis, given in e for atoms 1 to 4:
1 C 0.160
2 C -0.681
3 S -0.189
4 S -0.134

---

Density functional theory data (ωB97M-V/def2-TZVPD) for one molecule with the formula C4H5ClN2 in a non-equilibrium geometry.

Structure (XYZ):
```
12
Properties=species:S:1:pos:R:3:forces:R:3
N -0.147358 2.028659 0.071885 -0.7 0.1 1.7
N -0.562452 0.694076 -0.081248 1.6 0.6 -0.1
C -1.829173 0.248390 -0.045738 -0.6 -1.9 0.3
C -1.819200 -1.141443 0.052468 0.7 0.7 0.0
C -0.447596 -1.513191 0.052479 1.0 -0.5 -1.1
C 0.301841 -0.372922 -0.075822 -0.7 0.0 0.8
Cl 1.993566 -0.236212 0.010848 0.1 0.3 -0.2
H -0.360356 2.536370 -0.761429 -0.2 0.4 -0.4
H -0.643866 2.458807 0.907605 0.8 -0.8 -1.6
H -2.604542 0.937908 -0.194479 -1.0 0.7 0.2
H -2.626318 -1.843144 0.171295 -0.3 0.3 -0.3
H 0.077895 -2.458492 -0.142192 -0.8 0.2 0.7
```
Positions in Å, forces in eV/Å.

Properties
E   -19730.18565 eV
Charge   0
SMILES   Nn1cccc1Cl
Frontier orbital gap   9.01 eV

Atom charges from the Mulliken analysis, given in e for atoms 1 to 4:
1 N -0.746
2 N 0.300
3 C -0.455
4 C -0.461